Entry 1:
84
Properties=species:S:1:pos:R:3:forces:R:3 method="wB97M-V/def2-TZVPD" lumo_ev="-3.89 / -5.05" orbital_gap_ev="7.02 / 6.32" relative_energy_kcal_mol=58.7 spin_multiplicity=2 homo_ev="-10.9 / -11.4" total_charge=+1
Ir -0.559 0.135 0.197 1.078 -0.250 -2.408
C -0.873 -0.754 -2.303 -0.266 -0.053 0.030
C -1.290 -1.550 -1.176 -0.638 -0.123 0.808
C -0.031 -2.015 -0.521 -0.284 -1.667 0.393
C 0.991 -1.385 -1.180 0.286 0.134 0.125
C 0.491 -0.618 -2.323 0.251 0.250 0.377
C 1.395 0.042 -3.334 0.025 -0.004 0.091
C 2.265 -1.074 -3.942 0.045 -0.080 0.028
C 0.623 0.724 -4.462 -0.086 -0.084 -0.014
C 2.302 1.069 -2.635 -0.021 0.004 0.024
C 0.249 -3.111 0.543 -0.122 0.101 -0.184
C -0.341 -4.456 0.106 0.076 -0.054 -0.069
C -0.266 -2.734 1.931 0.008 -0.127 0.056
C 1.764 -3.303 0.678 0.105 0.000 -0.004
C -2.745 -2.046 -1.090 0.180 -0.012 -0.131
C -3.695 -1.002 -1.697 -0.028 0.030 -0.064
C -2.860 -3.319 -1.948 -0.024 -0.026 -0.051
C -3.235 -2.309 0.336 -0.016 -0.021 -0.013
H -1.552 -0.353 -3.035 0.005 0.077 0.097
H 2.036 -1.489 -0.930 -0.087 0.132 0.027
H 1.654 -1.812 -4.468 0.030 0.051 0.021
H 2.846 -1.595 -3.176 -0.018 0.041 -0.062
H 2.968 -0.638 -4.656 -0.035 -0.018 0.033
H -0.030 0.024 -4.990 0.035 0.047 0.058
H 1.331 1.127 -5.187 -0.016 -0.032 0.002
H 0.026 1.562 -4.104 -0.019 0.036 0.013
H 2.981 0.594 -1.922 -0.047 0.012 -0.033
H 1.721 1.815 -2.089 0.011 -0.013 -0.057
H 2.907 1.579 -3.388 0.002 -0.043 0.040
H -1.426 -4.484 0.162 0.032 0.000 0.045
H 0.039 -5.238 0.767 -0.019 0.023 -0.016
H -0.040 -4.707 -0.914 -0.003 -0.008 0.042
H -1.346 -2.630 1.986 0.070 0.057 0.015
H 0.200 -1.803 2.235 -0.083 -0.054 -0.051
H 0.036 -3.495 2.656 -0.044 -0.007 -0.060
H 2.222 -3.617 -0.264 -0.034 -0.001 0.055
H 1.944 -4.091 1.410 0.013 -0.004 -0.018
H 2.258 -2.400 1.042 -0.041 -0.063 -0.054
H -3.561 -0.890 -2.776 0.007 0.011 0.080
H -3.586 -0.023 -1.229 -0.025 -0.023 0.016
H -4.721 -1.337 -1.539 0.018 0.007 -0.043
H -2.576 -3.109 -2.983 -0.028 -0.003 0.039
H -3.897 -3.665 -1.948 0.041 0.024 -0.003
H -2.232 -4.128 -1.585 -0.065 0.053 -0.052
H -3.063 -1.441 0.979 -0.005 0.016 0.002
H -2.771 -3.176 0.796 -0.012 0.015 -0.037
H -4.311 -2.492 0.313 0.032 -0.021 -0.016
S -2.425 2.759 3.217 -0.135 0.086 0.156
C -1.293 1.807 4.115 -0.041 0.037 0.204
C -1.020 1.913 5.477 -0.070 0.054 -0.072
C -0.062 1.079 6.007 0.027 -0.018 0.056
C 0.611 0.170 5.188 0.002 0.017 0.040
C 0.333 0.066 3.841 -0.018 0.074 0.044
C -0.641 0.894 3.292 -0.157 -0.207 -0.508
N -1.107 0.967 1.941 0.091 -0.202 0.853
C -2.018 1.909 1.812 -0.196 0.166 0.083
C -2.458 2.245 0.488 -0.402 0.210 0.082
C -3.457 3.166 0.194 -0.056 0.101 0.095
C -3.665 3.534 -1.121 -0.026 0.019 0.027
C -2.843 3.002 -2.105 0.107 -0.065 -0.051
C -1.873 2.051 -1.803 -0.034 0.360 0.024
C -1.694 1.625 -0.493 -0.198 0.000 0.021
H -1.542 2.636 6.091 0.011 -0.038 -0.030
H 0.174 1.134 7.062 0.006 0.009 -0.029
H 1.380 -0.461 5.613 -0.017 -0.007 -0.012
H 0.904 -0.602 3.230 0.061 0.017 0.041
H -4.059 3.597 0.988 0.049 0.007 -0.038
H -4.438 4.247 -1.375 0.036 -0.023 0.002
H -2.957 3.325 -3.133 -0.015 -0.033 0.022
H -1.258 1.675 -2.593 0.087 -0.042 -0.171
Br 0.942 3.776 1.831 0.028 -0.016 -0.020
C 2.729 3.301 1.396 0.020 -0.033 -0.017
C 3.655 4.328 1.337 0.117 0.005 -0.017
C 4.982 4.040 1.045 -0.050 0.047 0.039
C 5.383 2.729 0.839 0.033 -0.021 -0.004
C 4.452 1.707 0.919 0.053 -0.064 0.078
C 3.114 1.979 1.190 0.020 0.156 -0.235
C 2.166 0.824 1.162 -0.307 -0.210 -0.164
O 2.347 -0.189 1.801 0.054 -0.004 -0.219
O 1.183 1.012 0.296 0.759 1.297 0.623
H 3.340 5.347 1.518 0.006 -0.035 -0.002
H 5.703 4.848 0.990 -0.053 -0.051 0.002
H 6.420 2.503 0.621 -0.054 0.006 0.010
H 4.752 0.674 0.775 -0.023 0.072 0.013


Entry 2:
93
Properties=species:S:1:pos:R:3:forces:R:3 method="wB97M-V/def2-TZVPD" lumo_ev=2.19 orbital_gap_ev=7.75 relative_energy_kcal_mol=37.2 homo_ev=-5.6 total_charge=-1
Ca 1.636 0.781 -0.483 -1.412 -0.309 -0.530
C 0.207 0.953 5.268 0.166 -0.005 -0.114
C -0.196 -0.062 4.195 0.116 0.240 -0.107
S -0.260 0.475 2.471 -0.137 0.178 0.222
C -1.674 1.602 2.466 0.074 -0.178 0.052
C -1.422 3.026 2.950 0.158 0.079 -0.106
S -0.140 3.996 2.107 -0.009 -0.138 -0.034
C 1.416 3.359 2.812 -0.187 0.288 -0.006
C 1.488 3.356 4.341 0.123 -0.294 0.007
S 1.840 1.733 5.102 -0.067 0.040 -0.045
H 0.263 0.428 6.224 -0.132 0.012 0.033
H -0.536 1.743 5.368 -0.056 -0.058 0.081
H -1.176 -0.476 4.451 0.035 -0.109 0.041
H 0.531 -0.876 4.168 -0.033 -0.039 0.105
H -2.474 1.152 3.068 -0.005 0.039 -0.080
H -1.996 1.611 1.425 -0.100 0.054 -0.019
H -1.188 3.054 4.013 -0.168 -0.016 0.028
H -2.332 3.611 2.796 -0.005 -0.008 0.065
H 2.169 4.024 2.387 0.022 0.009 0.038
H 1.610 2.375 2.422 0.146 -0.271 -0.082
H 0.591 3.758 4.812 0.007 0.094 -0.002
H 2.329 3.963 4.676 -0.039 0.069 0.006
Cl 1.825 -2.166 -0.065 -0.173 -0.441 0.174
C 0.978 -3.698 -0.034 -0.120 -0.091 -0.029
C 1.770 -4.809 -0.300 0.171 0.009 -0.084
C 1.217 -6.075 -0.288 -0.007 -0.065 -0.010
C -0.133 -6.238 -0.007 -0.094 -0.037 0.005
C -0.915 -5.126 0.252 0.044 0.023 -0.019
C -0.387 -3.833 0.247 0.252 0.261 0.030
P -1.404 -2.323 0.592 -0.196 -0.164 -0.248
C -2.311 -2.852 2.102 0.092 0.085 0.023
C -3.528 -2.228 2.394 0.007 -0.034 -0.010
C -4.197 -2.496 3.579 0.043 0.033 -0.002
C -3.650 -3.371 4.510 0.027 -0.043 -0.066
C -2.424 -3.966 4.249 0.032 0.055 -0.032
C -1.755 -3.702 3.058 -0.056 -0.011 -0.037
C -2.705 -2.546 -0.710 -0.004 0.033 0.031
C -3.787 -3.426 -0.661 0.067 -0.003 -0.062
C -4.660 -3.532 -1.736 -0.003 0.024 0.055
C -4.483 -2.740 -2.864 0.064 -0.020 0.033
C -3.434 -1.833 -2.910 -0.018 -0.064 0.008
C -2.553 -1.740 -1.839 0.114 0.073 0.070
H 2.822 -4.668 -0.519 -0.060 0.021 0.037
H 1.840 -6.936 -0.499 -0.003 0.038 0.017
H -0.573 -7.228 0.010 0.011 0.053 -0.009
H -1.967 -5.256 0.472 -0.015 0.008 0.001
H -3.953 -1.530 1.679 -0.002 -0.040 0.038
H -5.146 -2.015 3.784 0.018 0.000 -0.031
H -4.177 -3.589 5.430 0.013 0.029 0.010
H -1.981 -4.637 4.976 -0.005 0.014 -0.026
H -0.795 -4.169 2.868 -0.049 0.001 0.032
H -3.959 -4.028 0.223 0.019 -0.021 0.016
H -5.486 -4.233 -1.689 0.011 0.028 0.003
H -5.166 -2.827 -3.702 -0.008 0.020 0.029
H -3.310 -1.190 -3.773 0.031 -0.020 0.044
H -1.744 -1.015 -1.848 -0.037 0.039 -0.027
O -2.258 2.119 -0.878 0.296 0.032 -0.066
C -1.051 1.901 -1.004 -0.407 -0.170 -0.006
O -0.426 0.820 -0.750 -2.163 0.424 -0.269
C -0.175 3.031 -1.556 0.291 -0.068 -0.039
C -0.788 4.185 -2.088 -0.129 0.069 0.018
C -0.009 5.141 -2.658 0.027 0.032 -0.009
C 1.395 4.971 -2.699 0.061 -0.079 0.044
C 2.264 5.911 -3.302 -0.081 0.067 -0.007
C 3.613 5.706 -3.300 0.037 -0.025 -0.015
C 4.156 4.553 -2.692 0.027 0.029 0.019
C 3.346 3.625 -2.101 -0.166 -0.126 0.042
C 1.940 3.810 -2.105 -0.179 -0.062 0.066
N 1.130 2.848 -1.544 -0.183 0.881 -0.465
H -1.865 4.262 -2.016 0.040 -0.027 -0.018
H -0.443 6.040 -3.082 -0.007 -0.013 -0.013
H 1.835 6.796 -3.761 0.022 -0.029 0.024
H 4.272 6.430 -3.763 0.002 -0.003 0.007
H 5.229 4.406 -2.679 -0.047 0.000 0.006
H 3.756 2.745 -1.621 0.052 -0.003 0.029
C 1.311 -1.866 -3.750 0.009 0.033 0.162
P 1.691 -0.150 -3.198 0.009 -0.185 -0.942
C 0.698 0.803 -4.425 -0.124 -0.007 0.143
C 3.352 0.038 -3.955 0.010 -0.059 0.116
H 1.533 -1.996 -4.812 -0.023 0.000 -0.001
H 0.261 -2.097 -3.568 -0.023 -0.013 0.023
H 1.916 -2.565 -3.168 -0.030 0.006 -0.032
H 0.745 0.365 -5.426 0.039 0.035 0.008
H 1.085 1.825 -4.459 -0.045 -0.024 -0.010
H -0.347 0.852 -4.104 0.082 -0.020 -0.036
H 3.388 -0.413 -4.950 -0.008 0.067 -0.014
H 4.084 -0.432 -3.297 -0.011 0.035 -0.037
H 3.601 1.099 -4.016 0.012 -0.030 0.025
O 5.101 -0.429 1.095 -0.162 -0.003 -0.026
Se 4.109 0.735 0.583 2.252 0.001 0.833
O 3.657 0.462 -1.010 1.236 -0.128 -0.202
O 2.627 0.667 1.345 0.792 -0.064 1.211
O 4.708 2.240 0.696 -0.175 -0.040 -0.083